Record 1
This record from OMol25 describes one molecule with the formula C5H6N2O at a distorted geometry. The level of theory is wB97M-V/def2-TZVPD.

Cartesian coordinates (Å):
O: -2.71063 -2.08636 -0.81957
C: -1.38632 -1.75293 0.06360
C: -0.97294 -0.36546 0.32218
C: 0.30926 0.30065 0.47587
C: 1.63035 -0.31265 0.64208
N: 2.55011 0.65665 0.36023
C: 1.91138 1.70621 -0.19483
N: 0.62430 1.61584 -0.21066
H: -3.15163 -1.10547 -0.95475
H: -0.79343 -2.52506 0.29970
H: -1.79469 0.21865 -0.30522
H: 1.54606 -1.23179 1.11162
H: 2.56755 2.54971 -0.65715
H: -0.32937 2.33202 -0.13310

Summary:
Energy (eV): -10304.6908
Structure (SMILES): O/C=C/c1cnc[nH]1
Max |F| (eV/A): 8.48
Energy above the lowest of the compared OMol25 structures with the same formula, charge and spin (kcal per mole): 113.3

Atomic partial charges in e from the Löwdin method, atoms 1 to 5: atom 1 (O): -0.165, atom 2 (C): -0.009, atom 3 (C): -0.074, atom 4 (C): -0.222, atom 5 (C): -0.081

Record 2
This record from OMol25 describes a 6-piece molecular cluster, C45H68BF7NO16 overall at a distorted geometry. The level of theory is wB97M-V/def2-TZVPD.

Cartesian coordinates (Å):
C: -4.12841 5.67642 1.01484
C: -3.47402 5.49796 -0.48060
C: -4.57643 5.25559 -1.68312
C: -5.66687 4.05600 -1.35786
C: -4.94143 2.60882 -1.05300
C: -6.01359 1.66000 -0.19080
C: -5.48099 0.11915 -0.01720
C: -4.69989 -0.17145 1.41329
C: -3.52129 -1.34902 1.27261
C: -2.08850 -0.74189 0.70740
C: -0.94478 -1.92147 0.44134
C: 0.32038 -1.72537 1.46343
C: 1.69542 -1.13538 0.71726
N: 1.32397 0.19436 0.14359
C: 0.96912 0.27328 -1.30658
C: 1.64732 -0.80935 -2.31484
B: 1.85510 -0.25378 -3.88290
O: 2.97070 0.58756 -4.34350
C: 0.75600 -0.71390 -5.06370
C: -0.79422 -0.33125 -4.69738
C: 2.96096 -1.57303 -1.70844
C: 4.35698 -0.78955 -1.68297
C: 4.47567 0.62469 -0.90477
C: 5.41505 0.64973 0.48023
C: 5.64392 2.06702 1.33913
C: 4.95785 3.49830 0.92851
C: 4.02355 3.48626 -0.45502
C: 3.28606 4.86074 -0.96280
C: 3.83455 2.07597 -1.32557
C: 2.43836 -2.20957 -0.25270
C: 3.57939 -3.14858 0.47064
F: 4.58331 -2.38297 1.26913
F: 4.38170 -3.84741 -0.60284
C: 3.01385 -4.32974 1.44559
F: 3.92107 -5.51887 1.22198
F: 1.64894 -4.81524 1.15820
C: 3.17544 -4.00121 3.07373
F: 2.32340 -5.02628 3.77756
F: 2.64659 -2.67765 3.46797
F: 4.55237 -4.19822 3.58150
H: -4.15630 6.82510 1.29406
H: -3.43380 5.11266 1.78244
H: -5.21739 5.25697 1.12237
H: -2.70876 4.60669 -0.50995
H: -2.91223 6.49866 -0.73518
H: -5.12779 6.24230 -2.01470
H: -3.95077 4.89334 -2.62690
H: -6.32165 3.90523 -2.32971
H: -6.42027 4.35222 -0.49451
H: -3.94184 2.74543 -0.44774
H: -4.67768 2.08795 -2.09098
H: -6.98369 1.61115 -0.88068
H: -6.35188 2.18429 0.80187
H: -4.77785 -0.15218 -0.91696
H: -6.43129 -0.58591 -0.08357
H: -4.23810 0.82395 1.85776
H: -5.54751 -0.49167 2.18441
H: -3.36125 -1.73700 2.38942
H: -3.93658 -2.20655 0.58103
H: -2.28008 -0.20149 -0.31272
H: -1.74667 0.06750 1.48889
H: -0.65972 -2.04767 -0.68884
H: -1.48019 -2.93891 0.76025
H: 0.50946 -2.71185 2.06212
H: 0.03933 -0.90049 2.27954
H: 2.44478 -0.91962 1.62193
H: 0.45573 0.51396 0.67476
H: 2.06964 0.88529 0.46224
H: -0.21298 0.12855 -1.38732
H: 1.16472 1.36650 -1.73872
H: 0.82799 -1.67173 -2.44681
H: 2.60967 1.47948 -4.68242
H: 1.11319 -0.33820 -6.13192
H: 0.85670 -1.90204 -5.10969
H: -1.10025 -0.97158 -3.76669
H: -0.85369 0.82736 -4.54569
H: -1.46052 -0.71904 -5.60896
H: 3.10785 -2.54037 -2.39576
H: 4.70717 -0.60480 -2.80947
H: 5.19767 -1.50909 -1.23390
H: 5.98336 -0.28082 0.90416
H: 6.32759 2.06836 2.31626
H: 5.14285 4.44540 1.59052
H: 3.44570 4.93304 -2.12000
H: 2.11698 4.69854 -0.78421
H: 3.56986 5.82667 -0.36255
H: 3.16788 2.16060 -2.28172
H: 1.58401 -2.97220 -0.59804
C: -5.85635 -1.98694 -6.09713
C: -4.75935 -2.77271 -6.73912
O: -3.78058 -1.79166 -7.02488
C: -3.99463 -0.75467 -6.16321
O: -3.23320 0.18670 -6.01581
O: -5.17079 -0.90915 -5.48775
H: -6.40417 -2.56926 -5.35119
H: -6.56663 -1.58613 -6.82784
H: -4.32694 -3.51716 -6.06228
H: -5.08654 -3.27257 -7.65495
C: 5.36710 -7.58370 4.41569
C: 5.59887 -6.90256 5.72539
O: 6.68197 -7.62435 6.28040
C: 7.34927 -8.20194 5.23889
O: 8.43078 -8.75726 5.33704
O: 6.64912 -8.07613 4.07380
H: 4.99836 -6.89708 3.64873
H: 4.67507 -8.42813 4.50010
H: 5.89614 -5.85542 5.60525
H: 4.72438 -6.95090 6.38006
C: -4.04223 7.08398 5.37690
C: -5.16489 6.44689 6.12972
O: -6.19381 6.35420 5.16283
C: -5.58966 6.35891 3.93864
O: -6.16158 6.12309 2.88746
O: -4.26258 6.66078 4.04450
H: -3.06228 6.75311 5.73168
H: -4.08286 8.17770 5.41167
H: -4.91559 5.43923 6.47868
H: -5.48791 7.04891 6.98347
C: 3.07430 -5.63357 -3.17953
C: 2.67843 -6.92838 -3.81177
O: 1.33902 -6.70127 -4.20738
C: 1.18870 -5.35121 -4.34299
O: 0.21057 -4.81303 -4.83423
O: 2.27565 -4.68257 -3.85830
H: 4.13698 -5.41294 -3.31252
H: 2.83435 -5.59891 -2.11168
H: 3.27537 -7.15955 -4.70032
H: 2.73980 -7.76807 -3.11404
C: 2.44302 4.39029 4.40844
C: 2.04715 3.09547 3.77620
O: 0.70773 3.32258 3.38059
C: 0.55741 4.67265 3.24498
O: -0.42071 5.21082 2.75374
O: 1.64437 5.34128 3.72967
H: 3.50569 4.61091 4.27545
H: 2.20307 4.42494 5.47629
H: 2.64408 2.86430 2.88765
H: 2.10851 2.25579 4.47393

Summary:
Energy (eV): -101692.3402
Net charge: +1
Max |F| (eV/A): 5.48

Atomic partial charges in e from the Löwdin method, atoms 1 to 5: atom 1 (C): -0.133, atom 2 (C): -0.258, atom 3 (C): -0.220, atom 4 (C): -0.229, atom 5 (C): -0.212

Record 3
This record from OMol25 describes a 2-piece molecular cluster, C5H11NO6 overall at a distorted geometry. The level of theory is wB97M-V/def2-TZVPD.

Cartesian coordinates (Å):
N: 0.66312 0.15532 1.75997
O: 0.27739 -1.01850 1.76292
O: -0.12990 1.07191 2.01120
O: 1.84607 0.41473 1.51448
C: -2.79294 1.47028 -3.60117
C: -3.57662 1.61782 -2.31577
C: -4.36196 2.95742 -2.23285
C: -5.52177 2.97988 -3.23736
C: -4.86276 3.11798 -0.79859
O: -3.45883 4.02945 -2.54479
O: -2.71060 1.49840 -1.18518
O: -3.38432 1.00417 -0.12068
H: -3.43987 1.42420 -4.47638
H: -2.12751 2.32568 -3.71812
H: -2.18516 0.56548 -3.57106
H: -4.28513 0.78487 -2.19671
H: -6.20909 2.14892 -3.08360
H: -6.08056 3.90955 -3.15089
H: -5.14326 2.93014 -4.25652
H: -5.54051 2.30792 -0.53173
H: -4.00932 3.06906 -0.12272
H: -5.36640 4.07071 -0.65395
H: -3.90320 4.89599 -2.41836

Summary:
Energy (eV): -19128.5115
Max |F| (eV/A): 1.88
Energy above the lowest of the compared OMol25 structures with the same formula, charge and spin (kcal per mole): 8.3

Atomic partial charges in e from the Löwdin method, atoms 1 to 5: atom 1 (N): -0.572, atom 2 (O): 0.187, atom 3 (O): 0.197, atom 4 (O): 0.186, atom 5 (C): -0.015

Record 4
This record from OMol25 describes a 2-piece molecular cluster, C3H12N2 overall at a distorted geometry. The level of theory is wB97M-V/def2-TZVPD.

Cartesian coordinates (Å):
N: -1.61388 -0.20801 1.90093
C: -1.67984 0.61150 0.70057
N: -2.95658 1.03633 0.36358
H: -0.69976 -0.50673 2.19731
H: -2.32897 -1.01932 1.85636
H: -1.24254 1.65581 0.85185
H: -1.19152 0.10630 -0.16431
H: -3.49381 0.36394 -0.12472
H: -3.47667 1.32899 1.23963
C: 1.96057 -0.71997 -1.64872
C: 2.73927 -0.09504 -0.46606
H: 1.88265 -0.11697 -2.60375
H: 0.98705 -1.14930 -1.50101
H: 2.38666 -1.62701 -2.17121
H: 2.31078 0.89350 -0.17613
H: 2.66325 -0.66827 0.47560
H: 3.75334 0.11424 -0.72991

Summary:
Energy (eV): -6284.7038
Structure (SMILES): NCN.CC
Max |F| (eV/A): 3.19
Energy above the lowest of the compared OMol25 structures with the same formula, charge and spin (kcal per mole): 20.5

Atomic partial charges in e from the Löwdin method, atoms 1 to 5: atom 1 (N): -0.029, atom 2 (C): -0.459, atom 3 (N): -0.034, atom 4 (H): 0.042, atom 5 (H): 0.103

Record 5
This record from OMol25 describes a 2-piece molecular cluster, C9H19N5O5 overall at a distorted geometry. The level of theory is wB97M-V/def2-TZVPD.

Cartesian coordinates (Å):
C: 2.71361 -4.41349 -0.43861
C: 2.42004 -3.29303 -1.08746
N: 2.26072 -1.88809 -1.47465
C: 3.53658 -1.21078 -1.84906
C: 4.45105 -0.68171 -0.63536
N: 4.65978 -1.63871 0.48551
N: 5.84096 -0.43762 -1.23116
N: 4.03116 0.66287 -0.08906
C: 1.41138 -1.11314 -0.54968
O: 1.33619 -1.23416 0.70529
O: 0.60111 -0.06120 -1.15056
C: -0.73974 -0.54726 -1.44284
N: -1.50532 -0.59830 -0.14051
H: 2.67805 -5.53707 -0.15723
H: 4.09062 -1.91603 -2.59033
H: 3.24654 -0.27124 -2.48023
H: 4.94470 -2.53738 0.04530
H: 3.82523 -1.75184 1.08207
H: 5.96163 -0.96607 -2.11176
H: 5.79196 0.56091 -1.53865
H: 4.75589 0.96927 0.58873
H: 3.89679 1.34706 -0.84844
H: -0.67307 -1.57878 -1.95330
H: -1.32389 0.13429 -2.18725
H: -1.02495 0.09110 0.46950
H: -2.48091 -0.28370 -0.26958
C: -3.53580 2.14066 3.12892
O: -4.38938 1.55443 2.14750
C: -5.39312 2.35339 1.73866
O: -5.60933 3.47750 2.12725
O: -6.11394 1.68107 0.82103
C: -7.22032 2.41224 0.29560
H: -2.76651 1.40953 3.38288
H: -3.04609 3.03277 2.73068
H: -4.09758 2.37956 4.03531
H: -6.87783 3.31534 -0.21576
H: -7.92921 2.66195 1.08893
H: -7.72702 1.77565 -0.43165

Summary:
Energy (eV): -27323.9845
Structure (SMILES): C#CN(CC(N)(N)N)C(=O)OCN.COC(=O)OC
Max |F| (eV/A): 6.50

Atomic partial charges in e from the Löwdin method, atoms 1 to 5: atom 1 (C): 0.100, atom 2 (C): -0.109, atom 3 (N): -0.050, atom 4 (C): -0.109, atom 5 (C): -0.597

Record 6
This record from OMol25 describes one molecule with the formula CHIOS2 at a distorted geometry. The level of theory is wB97M-V/def2-TZVPD.

Cartesian coordinates (Å):
C: 0.99002 -0.18210 0.31145
O: -1.62545 -0.60830 0.67094
S: 2.54787 -0.36424 -0.04701
S: -0.84628 -0.59814 -0.52108
I: -1.58605 1.52666 -1.65847
H: 0.51988 0.22612 1.24417

Summary:
Energy (eV): -32869.4354
Max |F| (eV/A): 3.07
Energy above the lowest of the compared OMol25 structures with the same formula, charge and spin (kcal per mole): 51.0

Atomic partial charges in e from the Löwdin method, atoms 1 to 5: atom 1 (C): -0.830, atom 2 (O): -0.627, atom 3 (S): 0.681, atom 4 (S): 0.403, atom 5 (I): 0.357

Record 7
This record from OMol25 describes a 7-piece molecular cluster, C24H39Br12F2NO7 overall at a distorted geometry. The level of theory is wB97M-V/def2-TZVPD.

Cartesian coordinates (Å):
C: 1.46020 -2.95250 2.26660
C: 1.92960 -3.03758 0.68801
C: 1.24267 -1.91134 -0.23097
N: -0.16138 -2.08927 -0.71989
C: -0.23569 -1.83057 -2.20183
O: -0.83729 -0.83422 -2.67495
F: 0.41504 -2.67359 -3.16556
C: -0.65828 -3.47793 -0.55768
O: -1.68862 -3.65152 0.16445
F: -0.10686 -4.64037 -1.16768
O: 2.29486 -1.60614 -1.19778
C: 3.13957 -0.50633 -0.82744
O: 4.00837 0.09550 -1.48869
O: 2.70718 -0.20864 0.52959
C: 1.26162 -0.48999 0.56018
C: 0.65382 0.80184 -0.22347
C: 1.32829 2.19174 0.23502
C: 1.39995 2.41528 1.82888
C: 2.84487 3.00775 2.26356
O: 3.81752 1.93139 2.44637
C: 4.96033 2.11566 1.60254
O: 5.68342 1.10017 1.39217
H: 2.05561 -2.05007 2.69012
H: 0.32530 -2.83218 2.38003
H: 1.84916 -3.86342 2.86995
H: 1.86661 -4.11463 0.26592
H: 3.06069 -2.78464 0.71489
H: 0.72253 -0.41937 1.56463
H: 0.74669 0.69334 -1.36393
H: -0.46169 0.86912 0.06078
H: 2.38129 2.25615 -0.23475
H: 0.71996 3.06434 -0.23853
H: 0.62905 3.20743 2.16813
H: 1.21440 1.47624 2.45545
H: 2.80944 3.58412 3.26416
H: 3.15146 3.77152 1.45527
H: 5.28072 3.11876 1.15134
Br: -4.06636 -3.37276 -2.79816
C: -3.18582 -2.54090 -4.32629
C: -4.15991 -2.29239 -5.45089
Br: -4.56942 -3.93992 -6.40999
H: -2.35648 -3.19008 -4.60807
H: -2.78991 -1.59775 -3.94629
H: -3.72133 -1.63022 -6.19954
H: -5.10970 -1.87545 -5.11546
Br: -1.01986 3.09178 -1.91015
C: -2.08705 4.72290 -1.94259
C: -1.73035 5.62826 -0.79164
Br: -2.50470 4.98527 0.87703
H: -3.13396 4.41894 -1.94653
H: -1.84860 5.20068 -2.89481
H: -2.15567 6.62298 -0.93765
H: -0.65587 5.71852 -0.62920
Br: -0.99467 6.34406 -5.88713
C: -2.05841 7.97726 -5.91732
C: -1.70120 8.88355 -4.76571
Br: -2.47833 8.24300 -3.09633
H: -3.10575 7.67513 -5.92064
H: -1.81929 8.45425 -6.86952
H: -2.12575 9.87822 -4.91297
H: -0.62706 8.97306 -4.60259
Br: 2.52985 -6.25181 5.36595
C: 1.75820 -7.74718 4.38180
C: 2.43731 -7.93211 3.04759
Br: 1.83908 -6.59580 1.75964
H: 0.68791 -7.55593 4.29936
H: 1.91901 -8.61914 5.01828
H: 2.16414 -8.89307 2.60702
H: 3.52367 -7.85832 3.10055
Br: -0.67708 -10.81752 0.28851
C: -1.74122 -9.18412 0.26781
C: -1.38742 -8.28669 1.42708
Br: -2.16838 -8.93788 3.09132
H: -2.78852 -9.48633 0.25891
H: -1.49918 -8.69985 -0.67999
H: -1.81134 -7.29063 1.28596
H: -0.31405 -8.19910 1.59338
Br: 0.08674 5.07520 3.74548
C: -0.98159 6.70576 3.72514
C: -0.62143 7.61080 4.87729
Br: -1.38832 6.96624 6.54968
H: -2.02786 6.40053 3.72554
H: -0.74835 7.18530 2.77276
H: -1.04957 8.60450 4.73353
H: 0.45338 7.70270 5.03501

Summary:
Energy (eV): -887283.6185
Structure (SMILES): CC[C@]1(N(C(=O)F)C(=O)F)OC(=O)O[C@H]1CCCCOC=O.BrCCBr.BrCCBr.BrCCBr.BrCCBr.BrCCBr.BrCCBr
Max |F| (eV/A): 6.95

Atomic partial charges in e from the Löwdin method, atoms 1 to 5: atom 1 (C): -0.092, atom 2 (C): -0.117, atom 3 (C): -0.313, atom 4 (N): 0.162, atom 5 (C): -0.274

Record 8
This record from OMol25 describes one molecule with the formula C2H6O at a distorted geometry. The level of theory is wB97M-V/def2-TZVPD.

Cartesian coordinates (Å):
C: 0.63738 0.15424 -1.01433
O: 0.66470 0.84580 0.17392
C: -0.28566 -0.18611 1.25317
H: 0.96444 0.92799 -1.80136
H: -0.36714 -0.33008 -1.27885
H: 1.29349 -0.80850 -1.04730
H: 0.23892 -1.14135 1.16387
H: -1.23435 -0.17694 0.76880
H: -0.20059 0.33660 2.18352

Summary:
Energy (eV): -4216.5598
Structure (SMILES): COC
Max |F| (eV/A): 4.92
Energy above the lowest of the compared OMol25 structures with the same formula, charge and spin (kcal per mole): 44.0

Atomic partial charges in e from the Löwdin method, atoms 1 to 5: atom 1 (C): -0.279, atom 2 (O): -0.255, atom 3 (C): 0.088, atom 4 (H): 0.103, atom 5 (H): 0.078